[1]
Here is 8 unconnected molecules or ions with the total composition C20H54FO7 from the Open Molecules 2025 dataset. Energies are from the ωB97M-V functional and the def2-TZVPD basis.

energy: -38660.39220 eV
F_max: 1.153 eV/A
HOMO-LUMO gap: 2.9299 eV
net charge: -1
lowest unoccupied orbital energy: 1.9 eV
spin multiplicity: 1

Each atom is followed by the atoms it is bonded to, with distances in Å.
Geometry (Å):
1 F -3.24259 -2.29842 -1.20052  C13 1.440
2 O -4.10953 -5.39198 -2.02692  C19 1.422, H70 0.968
3 O -2.23351 -4.78579 2.37682  C11 1.421, H45 0.963
4 O 5.31435 2.88551 0.24017  C20 1.430, H81 0.963
5 O 0.27632 4.61254 3.41597  C15 1.421, H54 0.963
6 O -3.14664 1.57442 -2.58724  C28 1.417, H50 0.963
7 O 6.36203 6.21881 -2.60358  C25 1.425, H69 0.963
8 O -6.87501 -4.41130 -1.70737  C27 1.416, H35 0.966
9 C 3.00152 0.86164 0.24112  C12 1.547, C16 1.535, H29 1.084, H66 1.082
10 C 5.08392 -1.86915 2.32627  C14 1.531, H31 1.086, H65 1.087, H75 1.088
11 C -3.43430 -5.02834 3.09660  O3 1.421, H33 1.095, H48 1.093, H62 1.088
12 C 3.95243 0.09424 -0.70741  C9 1.547, C17 1.533, H56 1.088, H77 1.086
13 C -3.54008 -2.11022 0.19562  F1 1.440, C23 1.535, H58 1.089, H59 1.093
14 C 5.36892 -0.93319 1.14925  C10 1.531, C17 1.533, H36 1.086, H42 1.089
15 C 0.20484 4.41226 4.82078  O5 1.421, H32 1.087, H39 1.095, H80 1.093
16 C 1.96800 1.70551 -0.51763  C9 1.535, C21 1.547, H79 1.090, H82 1.089
17 C 4.44277 -1.19802 -0.04381  C12 1.533, C14 1.533, H55 1.090, H57 1.091
18 C -2.17223 0.69147 0.85545  C22 1.521, C24 1.540, H38 1.104, H73 1.090
19 C -2.98684 -6.12629 -1.55377  O2 1.422, H43 1.088, H61 1.092, H74 1.094
20 C 4.99860 4.00756 -0.58834  O4 1.430, H46 1.087, H71 1.088, H78 1.093
21 C 0.49630 1.51900 -0.07760  C16 1.547, C26 1.520, H52 1.086, H63 1.088
22 C -1.13159 1.03184 1.91180  C18 1.521, C26 1.562, H53 1.088, H67 1.090
23 C -4.15553 -0.71897 0.39949  C13 1.535, C24 1.537, H41 1.093, H60 1.086
24 C -3.45294 0.11254 1.48441  C18 1.540, C23 1.537, H37 1.102
25 C 6.03111 5.98176 -3.96872  O7 1.425, H44 1.087, H47 1.093, H51 1.093
26 C 0.27788 1.49831 1.42650  C21 1.520, C22 1.562, H68 1.086, H76 1.090
27 C -7.81965 -4.53800 -2.75477  O8 1.416, H34 1.088, H40 1.094, H49 1.095
28 C -3.98731 1.41519 -3.71649  O6 1.417, H30 1.088, H64 1.094, H72 1.096
29 H 2.55160 0.11847 0.89006  C9 1.084
30 H -4.89116 1.99250 -3.53594  C28 1.088
31 H 5.77428 -1.65337 3.13587  C10 1.086
32 H 0.71829 3.48092 5.04458  C15 1.087
33 H -4.04580 -5.77341 2.57743  C11 1.095
34 H -8.70224 -3.96568 -2.47651  C27 1.088
35 H -6.09044 -4.91822 -1.95366  O8 0.966
36 H 5.24486 0.08210 1.51422  C14 1.086
37 H -3.12469 -0.55175 2.30076  C24 1.102
38 H -1.75809 -0.07038 0.17186  C18 1.104
39 H 0.69543 5.22836 5.36166  C15 1.095
40 H -7.42416 -4.13826 -3.69366  C27 1.094
41 H -5.22375 -0.84449 0.59112  C23 1.093
42 H 6.40736 -1.06054 0.84792  C14 1.089
43 H -3.02584 -7.11803 -1.99889  C19 1.088
44 H 4.96116 5.79941 -4.01906  C25 1.087
45 H -2.49303 -4.44383 1.51484  O3 0.963
46 H 4.24588 3.68748 -1.30371  C20 1.087
47 H 6.55730 5.10454 -4.35377  C25 1.093
48 H -4.00388 -4.10314 3.21610  C11 1.093
49 H -8.11059 -5.58356 -2.90204  C27 1.095
50 H -2.34619 1.05775 -2.72864  O6 0.963
51 H 6.27196 6.84989 -4.58792  C25 1.093
52 H 0.09972 0.64519 -0.58627  C21 1.086
53 H -1.57121 1.77824 2.57052  C22 1.088
54 H -0.18432 5.43256 3.21103  O5 0.963
55 H 4.94516 -1.85716 -0.75132  C17 1.090
56 H 3.43455 -0.16213 -1.62926  C12 1.088
57 H 3.58325 -1.75003 0.33836  C17 1.091
58 H -2.58435 -2.12723 0.71720  C13 1.089
59 H -4.17933 -2.92429 0.54737  C13 1.093
60 H -3.99552 -0.19728 -0.53927  C23 1.086
61 H -2.05515 -5.63827 -1.84825  C19 1.092
62 H -3.17548 -5.40917 4.08212  C11 1.088
63 H -0.04898 2.37925 -0.46072  C21 1.088
64 H -4.26236 0.36548 -3.85667  C28 1.094
65 H 5.17193 -2.90761 2.01910  C10 1.087
66 H 3.63874 1.52514 0.80981  C9 1.082
67 H -0.99396 0.13692 2.51944  C22 1.090
68 H 1.02402 0.91873 1.96148  C26 1.086
69 H 7.30998 6.38052 -2.55472  O7 0.963
70 H -4.05653 -4.51339 -1.62487  O2 0.968
71 H 5.87779 4.35619 -1.12653  C20 1.088
72 H -3.50586 1.78782 -4.62794  C28 1.096
73 H -2.41480 1.59702 0.29842  C18 1.090
74 H -3.01174 -6.22520 -0.46504  C19 1.094
75 H 4.06239 -1.69387 2.65571  C10 1.088
76 H 0.39940 2.52636 1.76705  C26 1.090
77 H 4.83983 0.69107 -0.89885  C12 1.086
78 H 4.59315 4.82565 0.01254  C20 1.093
79 H 2.01986 1.40165 -1.56308  C16 1.090
80 H -0.83331 4.33118 5.15321  C15 1.093
81 H 5.98321 3.17042 0.87118  O4 0.963
82 H 2.21044 2.76658 -0.50044  C16 1.089

[2]
Here is 6 unconnected molecules or ions with the total composition C20H54N2O8 from the Open Molecules 2025 dataset. Energies are from the ωB97M-V functional and the def2-TZVPD basis.

energy: -40965.92865 eV
F_max: 13.554 eV/A
HOMO-LUMO gap: 9.4542 eV
relative energy (zero: lowest compared OMol25 entry of this formula, charge and spin): 7.325 eV
SMILES: COCCNCCOC.COCCNCCOC.CCO.CCO.CCO.CCO
lowest unoccupied orbital energy: 0.5 eV
spin multiplicity: 1

Each atom is followed by the atoms it is bonded to, with distances in Å.
Geometry (Å):
1 O -0.62067 -1.18586 2.35932  C18 1.407, H81 0.948
2 O 2.67933 0.17914 -1.29268  C20 1.196, C23 1.361
3 O 0.08333 2.85914 0.45832  C26 1.371, H38 0.946
4 O -4.20067 1.82714 -2.12168  C21 1.396, C22 1.340
5 O -0.94467 -2.49086 -5.40268  C16 1.426, C28 1.213
6 O 0.02433 -3.75786 1.47332  C19 1.368, C25 1.387
7 O 1.97033 3.19814 2.32632  C13 1.404, H66 0.977
8 O 4.05433 -2.27986 3.15532  C17 1.414, H55 0.960
9 N -0.28867 -3.57686 -2.09168  C12 1.477, C24 1.502, H54 1.046
10 N -0.60267 1.34914 -1.83368  C14 1.477, C30 1.454, H79 1.039
11 C 2.40933 -0.73286 3.27332  C17 1.455, H34 1.093, H39 1.043, H84 1.033
12 C -0.74567 -3.41786 -0.69568  N9 1.477, C19 1.472, H56 1.054, H78 1.102
13 C 1.40433 2.84414 3.56132  O7 1.404, C29 1.438, H31 1.091, H64 1.152
14 C 0.33733 0.23314 -2.06168  N10 1.477, C20 1.589, H45 1.132, H49 1.117
15 C -0.14967 5.11314 1.11232  C26 1.456, H35 1.038, H62 1.053, H65 1.130
16 C -0.70767 -1.08986 -5.52668  O5 1.426, H43 1.120, H57 1.071, H72 1.048
17 C 3.19733 -1.64686 4.08532  O8 1.414, C11 1.455, H51 1.113, H80 1.088
18 C -0.88067 -0.08686 1.52032  O1 1.407, C27 1.423, H44 1.057, H77 1.146
19 C 0.25433 -4.07486 0.16232  O6 1.368, C12 1.472, H47 1.080, H67 1.099
20 C 1.64533 0.77814 -1.34168  O2 1.196, C14 1.589, H73 1.039, H74 1.085
21 C -5.06267 2.92314 -2.19368  O4 1.396, H46 1.128, H50 1.118, H69 1.047
22 C -2.95467 2.22714 -1.83368  O4 1.340, C30 1.579, H53 1.075, H83 1.097
23 C 2.62033 -1.04986 -0.71068  O2 1.361, H58 1.098, H60 1.115, H75 1.103
24 C -1.17167 -2.91586 -3.11168  N9 1.502, C28 1.486, H61 1.115, H68 1.115
25 C 0.93933 -4.38086 2.30832  O6 1.387, H41 1.072, H42 1.051, H76 1.014
26 C -0.79067 3.90414 0.61432  O3 1.371, C15 1.456, H59 1.100, H71 1.088
27 C -2.26567 0.16014 1.30432  C18 1.423, H33 1.074, H37 1.089, H70 1.113
28 C -0.54767 -3.12086 -4.44468  O5 1.213, C24 1.486, H48 1.082, H63 1.062
29 C 2.59333 2.83314 4.37032  C13 1.438, H32 1.123, H40 1.038, H52 1.061
30 C -1.98567 1.01814 -2.13568  N10 1.454, C22 1.579, H36 1.123, H82 1.053
31 H 0.55333 3.44414 3.88832  C13 1.091
32 H 3.52833 2.29714 4.05432  C29 1.123
33 H -2.27467 1.09414 0.77432  C27 1.074
34 H 2.85733 0.26214 3.21632  C11 1.093
35 H 0.10933 5.10814 2.11732  C15 1.038
36 H -2.23867 0.17514 -1.43868  C30 1.123
37 H -2.88267 -0.54186 0.74632  C27 1.089
38 H -0.22067 2.17614 -0.12068  O3 0.946
39 H 1.65533 -0.43886 3.93132  C11 1.043
40 H 2.41933 2.42314 5.30832  C29 1.038
41 H 1.04233 -3.86386 3.24232  C25 1.072
42 H 0.66933 -5.35386 2.59932  C25 1.051
43 H -0.86367 -0.55286 -4.55668  C16 1.120
44 H -0.56567 0.78814 2.02232  C18 1.057
45 H 0.69233 0.10814 -3.12968  C14 1.132
46 H -4.83267 3.38314 -3.19768  C21 1.128
47 H 1.26133 -3.81186 -0.12468  C19 1.080
48 H 0.53133 -3.04186 -4.41668  C28 1.082
49 H 0.11333 -0.74186 -1.56568  C14 1.117
50 H -6.15567 2.69614 -2.12568  C21 1.118
51 H 2.45933 -2.38886 4.46332  C17 1.113
52 H 2.93333 3.82114 4.55632  C29 1.061
53 H -2.61867 3.14114 -2.28968  C22 1.075
54 H -0.06067 -4.55786 -2.37268  N9 1.046
55 H 4.72433 -1.61886 2.96632  O8 0.960
56 H -1.01967 -2.42686 -0.46568  C12 1.054
57 H -1.20067 -0.61786 -6.35168  C16 1.071
58 H 3.66333 -1.39186 -0.69668  C23 1.098
59 H -1.43867 3.56714 1.43632  C26 1.100
60 H 2.05233 -1.80086 -1.30768  C23 1.115
61 H -1.41467 -1.85086 -2.88768  C24 1.115
62 H -0.81267 5.92014 0.97732  C15 1.053
63 H -0.65567 -4.12886 -4.76068  C28 1.062
64 H 1.03533 1.75314 3.53732  C13 1.152
65 H 0.76633 5.45314 0.54432  C15 1.130
66 H 1.37033 3.17914 1.55532  O7 0.977
67 H 0.08733 -5.13286 -0.08268  C19 1.099
68 H -2.17667 -3.36086 -2.92568  C24 1.115
69 H -4.87667 3.65814 -1.47168  C21 1.047
70 H -2.84767 0.48714 2.19532  C27 1.113
71 H -1.30467 4.13714 -0.31568  C26 1.088
72 H 0.27633 -0.83186 -5.77868  C16 1.048
73 H 1.85233 1.66114 -1.84768  C20 1.039
74 H 1.44933 0.95614 -0.28968  C20 1.085
75 H 2.27033 -1.15486 0.33032  C23 1.103
76 H 1.88333 -4.36386 1.93932  C25 1.014
77 H -0.34067 -0.06886 0.50932  C18 1.146
78 H -1.65367 -3.99186 -0.45068  C12 1.102
79 H -0.26967 2.02714 -2.54768  N10 1.039
80 H 3.69933 -1.28186 4.97932  C17 1.088
81 H -0.49467 -1.92386 1.77732  O1 0.948
82 H -2.12367 0.64114 -3.10868  C30 1.053
83 H -2.90567 2.39514 -0.75068  C22 1.097
84 H 2.00033 -1.15286 2.42332  C11 1.033

[3]
Here is 5 unconnected molecules or ions with the total composition C20H54NO4PSi from the Open Molecules 2025 dataset. Energies are from the ωB97M-V functional and the def2-TZVPD basis.

energy: -48460.05118 eV
F_max: 1.219 eV/A
HOMO-LUMO gap: 8.7678 eV
SMILES: CP(C)[SiH2]CCN.CCOCC.CCOCC.CCOCC.CCOCC
lowest unoccupied orbital energy: 0.8 eV
spin multiplicity: 1

Each atom is followed by the atoms it is bonded to, with distances in Å.
Geometry (Å):
1 P -0.32619 -4.22663 -1.26363  Si2 2.212, C13 1.856, C26 1.851
2 Si 1.40286 -3.13460 -0.42170  P1 2.212, C17 1.893, H50 1.480, H79 1.493
3 O -2.80718 0.71699 4.13348  C18 1.415, C21 1.418
4 O 6.78393 -4.00126 0.05374  C10 1.417, C23 1.416
5 O -2.57924 1.71741 -0.21934  C11 1.416, C25 1.418
6 O -3.74385 6.68030 -0.24000  C8 1.416, C12 1.416
7 N 3.59540 -6.04783 -0.86263  C22 1.455, H32 1.009, H39 1.011
8 C -3.72142 7.85229 -1.03411  O6 1.416, C9 1.519, H61 1.090, H70 1.096
9 C -3.69454 9.14409 -0.23514  C8 1.519, H34 1.091, H62 1.091, H78 1.090
10 C 7.23945 -2.68269 0.30046  O4 1.417, C27 1.519, H48 1.096, H51 1.090
11 C -2.52861 0.89163 -1.36831  O5 1.416, C19 1.519, H33 1.096, H59 1.091
12 C -4.84695 6.53668 0.63652  O6 1.416, C20 1.519, H28 1.096, H47 1.090
13 C -0.39680 -3.55113 -2.99066  P1 1.856, H40 1.089, H41 1.085, H69 1.084
14 C -1.56828 -0.69103 2.54355  C18 1.518, H35 1.091, H65 1.092, H81 1.091
15 C 8.91203 -5.13363 0.56117  C23 1.519, H31 1.091, H45 1.090, H80 1.091
16 C -1.78074 3.77880 -1.30962  C25 1.518, H52 1.090, H54 1.092, H68 1.090
17 C 2.97126 -3.63578 -1.35504  Si2 1.893, C22 1.535, H37 1.091, H64 1.089
18 C -2.06847 -0.47803 3.96133  O3 1.415, C14 1.518, H55 1.096, H58 1.090
19 C -1.19359 0.19636 -1.57431  C11 1.519, H30 1.091, H44 1.091, H57 1.091
20 C -6.19465 6.49837 -0.06374  C12 1.519, H49 1.091, H53 1.090, H75 1.091
21 C -3.96229 0.85943 3.32416  O3 1.418, C24 1.519, H60 1.090, H74 1.096
22 C 3.04291 -5.09840 -1.81601  N7 1.455, C17 1.535, H71 1.089, H72 1.088
23 C 7.75721 -4.92251 -0.40276  O4 1.416, C15 1.519, H66 1.091, H73 1.096
24 C -5.00265 -0.22885 3.52941  C21 1.519, H36 1.091, H43 1.091, H63 1.091
25 C -1.64590 2.78320 -0.17118  O5 1.418, C16 1.518, H42 1.090, H56 1.096
26 C -1.85863 -3.67707 -0.38215  P1 1.851, H38 1.087, H76 1.084, H77 1.085
27 C 7.82476 -1.99003 -0.91820  C10 1.519, H29 1.090, H46 1.091, H67 1.091
28 H -4.83273 7.31876 1.40398  C12 1.096
29 H 8.09890 -0.96482 -0.66808  C27 1.090
30 H -1.24992 -0.47713 -2.43119  C19 1.091
31 H 8.54220 -5.46442 1.53237  C15 1.091
32 H 4.60308 -6.08950 -0.89919  N7 1.009
33 H -2.81469 1.45546 -2.26370  C11 1.096
34 H -4.59492 9.27473 0.36614  C9 1.091
35 H -0.96423 0.15746 2.21935  C14 1.091
36 H -5.30787 -0.27411 4.57594  C24 1.091
37 H 2.99944 -3.00026 -2.24157  C17 1.091
38 H -2.66501 -3.70121 -1.11058  C26 1.087
39 H 3.27656 -5.88582 0.08264  N7 1.011
40 H 0.23402 -2.67082 -3.10919  C13 1.089
41 H -1.40707 -3.25503 -3.25424  C13 1.085
42 H -1.84009 3.28824 0.77524  C25 1.090
43 H -5.88272 -0.02162 2.91970  C24 1.091
44 H -0.93241 -0.38932 -0.69115  C19 1.091
45 H 9.59089 -5.89161 0.16968  C15 1.090
46 H 8.72021 -2.49185 -1.28657  C27 1.091
47 H -4.67923 5.58989 1.15042  C12 1.090
48 H 7.95382 -2.67294 1.13116  C10 1.096
49 H -6.21963 5.69224 -0.79811  C20 1.091
50 H 1.52081 -3.27741 1.04620  Si2 1.480
51 H 6.35827 -2.13709 0.63890  C10 1.090
52 H -1.07143 4.59568 -1.17556  C16 1.090
53 H -6.98843 6.33058 0.66466  C20 1.090
54 H -1.58220 3.32234 -2.28105  C16 1.092
55 H -2.64967 -1.34463 4.29767  C18 1.096
56 H -0.62264 2.39365 -0.11567  C25 1.096
57 H -0.38066 0.89988 -1.75726  C19 1.091
58 H -1.21947 -0.38862 4.63947  C18 1.090
59 H -3.30539 0.14234 -1.20940  C11 1.091
60 H -4.38643 1.82372 3.60455  C21 1.090
61 H -2.81054 7.77443 -1.62816  C8 1.090
62 H -2.83690 9.15768 0.43874  C9 1.091
63 H -4.62878 -1.21391 3.24705  C24 1.091
64 H 3.84420 -3.35117 -0.77028  C17 1.089
65 H -0.95990 -1.59573 2.48879  C14 1.092
66 H 7.22216 -5.86399 -0.53426  C23 1.091
67 H 7.09607 -1.96628 -1.72985  C27 1.091
68 H -2.78709 4.19814 -1.33218  C16 1.090
69 H -0.02208 -4.31748 -3.65939  C13 1.084
70 H -4.55907 7.85317 -1.74088  C8 1.096
71 H 2.06159 -5.46557 -2.11392  C22 1.089
72 H 3.65627 -5.14380 -2.71393  C22 1.088
73 H 8.12793 -4.63160 -1.39215  C23 1.096
74 H -3.68301 0.93515 2.26717  C21 1.096
75 H -6.41481 7.43206 -0.58298  C20 1.091
76 H -2.09144 -4.43979 0.35273  C26 1.084
77 H -1.80766 -2.70432 0.09670  C26 1.085
78 H -3.61976 9.99780 -0.90941  C9 1.090
79 H 1.20333 -1.67695 -0.67496  Si2 1.493
80 H 9.48909 -4.22114 0.71584  C15 1.091
81 H -2.39081 -0.79958 1.83447  C14 1.091